No. 1
2 unconnected molecules or ions with the total composition C3H5ClFNO2 at a distorted geometry. Source: the Open Molecules 2025 dataset; level of theory: ωB97M-V/def2-TZVPD.

Cartesian coordinates (Å):
C1 -1.3017 0.2914 0.8588
C2 1.2988 -0.6309 -0.4331
C3 0.0433 0.9036 0.7378
N1 0.3885 -0.8912 -1.4506
O1 0.4826 -0.2479 -2.4836
O2 -0.5031 -1.7018 -1.2290
F1 0.7681 0.9227 1.8608
Cl1 0.2265 2.3326 -0.1871
H1 -1.9803 0.9954 1.3463
H2 -1.2449 -0.6157 1.4566
H3 -1.7124 0.0452 -0.1177
H4 2.1485 -0.0277 -0.6978
H5 1.3861 -1.3755 0.3387

Calculated values
Calculated total energy (eV): -24012.161
ΔE to the lowest compared entry with this formula, charge and spin (kJ/mol): 521.0
LUMO level (spin up / spin down) (eV): -0.87 / -0.87
Kohn-Sham gap (spin up / spin down) (eV): 8.80 / 8.80

Let us look at the natural (NBO) charges, expressed in e, one per atom: -0.724 -0.303 0.449 0.463 -0.402 -0.429 -0.323 0.063 0.244 0.251 0.269 0.223 0.221


No. 2
2 unconnected molecules or ions with the total composition C3H11N4 at a distorted geometry. Source: the Open Molecules 2025 dataset; level of theory: ωB97M-V/def2-TZVPD.

Cartesian coordinates (Å):
C1 -1.8048 -1.7613 0.0380
N1 -0.9861 1.3491 -1.7666
C2 -1.6141 0.3206 -1.2204
N2 -1.0438 -0.6852 -0.6348
H1 -1.2828 -2.6900 -0.1682
H2 -2.8111 -1.7570 -0.3667
H3 -1.8134 -1.5702 1.1082
H4 -0.0337 1.2856 -2.0836
H5 -1.5149 2.1506 -2.0767
H6 -2.6892 0.4266 -1.1223
H7 -0.0354 -0.7496 -0.6239
N3 3.2087 0.2767 1.0674
C3 1.9533 0.7483 1.2153
N4 1.0809 0.1337 1.9318
H8 3.8377 0.5979 0.3516
H9 3.4652 -0.5817 1.5280
H10 1.7569 1.7165 0.7515
H11 0.3265 0.7895 2.0714

Calculated values
Charge: +1
Calculated total energy (eV): -9243.530
ΔE to the lowest compared entry with this formula, charge and spin (kJ/mol): 68.8
LUMO level (eV): -3.50
Kohn-Sham gap (eV): 8.94

Let us look at the natural (NBO) charges, expressed in e, one per atom: -0.408 -0.728 0.393 -0.480 0.239 0.221 0.241 0.422 0.437 0.223 0.432 -0.798 0.264 -0.749 0.400 0.408 0.148 0.335


No. 3
A molecular structure, C28H61BBr2N2O12PS at a distorted geometry. Source: the Open Molecules 2025 dataset; level of theory: ωB97M-V/def2-TZVPD.

Cartesian coordinates (Å):
C1 4.6563 0.4092 -1.9252
C2 4.1229 1.6675 -2.5505
O1 4.1394 1.8646 -3.7695
O2 3.5153 2.5850 -1.7283
C3 4.0867 2.8095 -0.4464
C4 3.1514 3.7167 0.3320
C5 1.7496 3.0946 0.2199
C6 0.7173 3.3453 1.3146
C7 0.7139 4.8147 1.8219
Br1 1.9171 5.2467 3.2708
C8 0.7378 5.8675 0.6477
C9 -0.5544 6.6895 0.6320
Br2 2.1826 7.1610 0.9155
O3 -0.5515 3.2788 0.6406
C10 -1.7260 2.9279 1.3483
P1 -3.0640 4.0518 0.6792
N1 -3.0710 4.1471 -0.8749
C11 -1.6790 2.7724 2.9155
C12 -2.4850 1.5040 3.1842
O4 -2.9666 1.4956 4.5040
O5 -4.1473 0.6836 4.4518
B1 -2.4278 3.9850 3.6545
O6 -3.7737 4.0222 3.7411
O7 -1.6407 5.0053 4.1739
N2 -0.2697 2.6817 3.4719
C13 -0.2122 1.8542 4.7087
C14 0.7295 2.2696 2.4094
S1 2.4140 2.1202 3.1550
O8 0.3419 0.9810 2.0858
C15 0.2992 0.4551 0.7520
C16 -0.6881 -0.6957 0.6658
C17 -0.2605 -1.8235 1.5932
C18 -0.6984 -1.1403 -0.8282
C19 -2.0721 -1.7245 -1.1847
C20 0.4129 -2.1105 -1.1987
H1 3.8680 -0.1983 -1.4923
H2 5.3735 0.6266 -1.1418
H3 5.1507 -0.1601 -2.6957
H4 5.0830 3.2355 -0.5153
H5 4.1518 1.8747 0.1111
H6 3.1626 4.6761 -0.1710
H7 3.5512 3.7692 1.3305
H8 1.3056 3.4558 -0.6972
H9 1.8919 2.0356 0.0639
H10 -0.2502 4.9600 2.2868
H11 0.8376 5.4164 -0.3259
H12 -1.2976 6.2305 -0.0105
H13 -0.9183 6.8599 1.6403
H14 -0.3279 7.6693 0.2381
H15 -2.0485 1.9750 0.9317
H16 -2.9019 5.3246 1.2737
H17 -4.2439 3.4937 1.1932
H18 -2.3292 3.6087 -1.3017
H19 -1.9290 0.5932 2.9728
H20 -3.3383 1.5111 2.5101
H21 -4.4806 0.7635 5.3494
H22 -4.0833 4.9176 3.8952
H23 -1.8225 5.8566 3.7704
H24 0.0323 3.6047 3.8099
H25 -1.0117 2.1890 5.3578
H26 -0.3551 0.8050 4.5133
H27 0.7062 2.0450 5.2389
H28 2.4723 0.7809 3.1289
H29 0.0765 1.1649 -0.0328
H30 1.2733 0.0295 0.5129
H31 -1.6962 -0.3557 0.8852
H32 -0.6739 -2.7675 1.2582
H33 0.8163 -1.9442 1.5541
H34 -0.5805 -1.6691 2.6171
H35 -0.5623 -0.2634 -1.4594
H36 -2.8433 -1.0544 -0.8255
H37 -2.1431 -1.7950 -2.2619
H38 -2.1623 -2.7057 -0.7341
H39 0.3307 -2.3222 -2.2609
H40 1.3967 -1.6715 -1.0676
H41 0.3419 -3.0621 -0.6893
C21 3.7271 -3.6791 0.2472
O9 4.1275 -2.9267 -0.8847
C22 5.3482 -3.3922 -1.4550
C23 5.1014 -4.2377 -2.6830
O10 4.4332 -5.4447 -2.3615
C24 3.0471 -5.4197 -2.6512
H42 2.6940 -3.4124 0.4711
H43 3.7810 -4.7526 0.0578
H44 4.3502 -3.4325 1.1143
H45 5.9301 -3.9501 -0.7168
H46 5.9288 -2.5105 -1.7440
H47 6.0668 -4.5067 -3.1216
H48 4.5376 -3.6698 -3.4293
H49 2.8786 -5.4918 -3.7306
H50 2.5709 -4.5116 -2.2721
H51 2.5949 -6.2841 -2.1686
C25 -4.7339 -4.0380 -2.2280
O11 -3.5324 -4.5992 -2.7245
C26 -3.4666 -6.0102 -2.5723
C27 -3.7956 -6.7332 -3.8583
O12 -5.1443 -6.5333 -4.2423
C28 -5.3042 -5.5695 -5.2683
H52 -4.7921 -3.0114 -2.5870
H53 -5.6115 -4.5855 -2.5772
H54 -4.7232 -4.0278 -1.1316
H55 -4.1345 -6.3413 -1.7718
H56 -2.4408 -6.2577 -2.2811
H57 -3.6579 -7.8073 -3.7004
H58 -3.1156 -6.4189 -4.6555
H59 -4.9810 -5.9771 -6.2318
H60 -4.7426 -4.6566 -5.0565
H61 -6.3634 -5.3270 -5.3293

Calculated values
Charge: +1
Calculated total energy (eV): -218449.442
LUMO level (eV): -2.56
Kohn-Sham gap (eV): 8.11

Atom charges from the Mulliken analysis, given in e for atoms 1 to 99: -0.761 0.462 -0.598 -0.283 -0.887 -0.661 -0.583 0.309 -0.408 0.147 0.215 -1.125 -0.070 -0.270 -0.601 0.432 -0.921 0.532 -1.473 -0.100 -0.449 1.040 -0.653 -0.612 0.473 -0.917 -1.199 -0.055 0.054 -1.767 1.283 -1.783 0.235 -1.865 -1.470 0.193 0.421 0.347 0.505 0.371 0.142 0.453 0.867 0.459 -0.246 0.290 0.249 0.216 0.594 0.160 0.037 0.092 0.309 0.373 0.739 0.329 0.336 0.342 0.981 0.457 0.286 0.437 0.237 0.635 0.497 0.513 0.469 0.271 0.349 0.298 0.520 0.520 0.305 0.609 0.032 0.279 -0.726 -0.031 -0.578 -0.600 -0.392 -0.452 0.016 0.403 0.301 0.405 0.324 0.430 0.302 0.360 0.024 0.250 -0.916 -0.234 -0.545 -0.554 -0.376 -0.668 0.247


No. 4
C6H10 in the gas phase at a distorted geometry. Source: the Open Molecules 2025 dataset; level of theory: ωB97M-V/def2-TZVPD.

Cartesian coordinates (Å):
C1 0.7345 -0.6411 0.2629
C2 1.7629 0.1442 0.5473
C3 -0.4960 -0.1681 0.7089
C4 3.0616 0.0355 -0.1575
C5 -2.8276 0.4188 0.1571
C6 -1.6675 -0.4968 -0.0044
H1 0.9322 -1.2747 -0.5516
H2 1.8540 0.9562 1.1787
H3 3.0839 -0.8515 -0.7633
H4 3.8471 -0.0427 0.6564
H5 3.2145 0.9523 -0.6066
H6 -3.3194 0.6610 1.1918
H7 -3.5433 -0.1194 -0.4095
H8 -2.4726 1.3394 -0.3584
H9 -1.5833 -0.7189 -1.0306
H10 -1.8099 -1.4992 0.3437

Calculated values
Calculated total energy (eV): -6378.479
ΔE to the lowest compared entry with this formula, charge and spin (kJ/mol): 0.0
LUMO level (spin up / spin down) (eV): 1.27 / -0.44
Kohn-Sham gap (spin up / spin down) (eV): 7.86 / 9.44
Spin multiplicity: 3

Let us look at the natural (NBO) charges, expressed in e, one per atom: -0.390 -0.120 0.226 -0.635 -0.595 -0.555 0.210 0.185 0.202 0.205 0.213 0.213 0.206 0.207 0.215 0.212


No. 5
2 unconnected molecules or ions with the total composition C6H10O. Source: the Open Molecules 2025 dataset; level of theory: ωB97M-V/def2-TZVPD.

Cartesian coordinates (Å):
C1 -0.7680 -0.4579 -1.8774
C2 -1.0881 -1.3429 -0.9286
C3 -1.0795 -1.1131 0.5211
C4 -1.1496 0.0925 1.0957
O1 -1.0577 0.3515 2.4242
H1 -0.4352 0.5494 -1.6413
H2 -0.8175 -0.7247 -2.9291
H3 -1.3695 -2.3497 -1.2362
H4 -0.9993 -1.9931 1.1609
H5 -1.2858 1.0106 0.5317
H6 -0.8771 -0.4770 2.8901
C5 1.6523 1.5310 0.4517
C6 2.0038 0.6222 -0.4514
H7 1.3371 1.2497 1.4539
H8 1.6471 2.5939 0.2218
H9 1.9824 -0.4417 -0.2282
H10 2.3047 0.8992 -1.4591

Calculated values
SMILES: C=C/C=C/O.C=C
Calculated total energy (eV): -8429.286
ΔE to the lowest compared entry with this formula, charge and spin (kJ/mol): 188.6
LUMO level (eV): 0.89
Kohn-Sham gap (eV): 9.20

Let us look at the natural (NBO) charges, expressed in e, one per atom: -0.405 -0.203 -0.377 0.195 -0.670 0.196 0.200 0.202 0.199 0.187 0.476 -0.402 -0.383 0.199 0.193 0.199 0.194


No. 6
A molecular structure, C30H29Cl2N4OW. Source: the Open Molecules 2025 dataset; level of theory: ωB97M-V/def2-TZVPD.

Cartesian coordinates (Å):
W1 0.2113 1.0421 0.3377
C1 1.8386 -3.1196 0.0822
C2 1.3086 -1.7836 0.4641
N1 1.0276 -0.8539 -0.3780
N2 1.1794 -1.0402 -1.7232
C3 0.7978 0.0520 -2.3528
O1 0.3895 1.1202 -1.7371
C4 0.7967 0.0619 -3.8237
C5 1.1770 -1.0717 -4.5421
C6 1.1567 -1.0488 -5.9250
C7 0.7580 0.1007 -6.5966
C8 0.3802 1.2303 -5.8839
C9 0.3990 1.2134 -4.4994
C10 1.1277 -1.3982 1.8737
C11 1.4636 -2.2332 2.9261
C12 1.3079 -1.7841 4.2273
C13 0.8227 -0.5058 4.4417
C14 0.4985 0.2760 3.3488
N3 0.6456 -0.1536 2.0915
H1 1.8166 -3.2291 -0.9970
H2 1.2482 -3.9131 0.5432
H3 2.8694 -3.2239 0.4289
H4 1.4842 -1.9600 -4.0089
H5 1.4512 -1.9274 -6.4829
H6 0.7429 0.1153 -7.6783
H7 0.0722 2.1247 -6.4083
H8 0.1088 2.0879 -3.9336
H9 1.8475 -3.2231 2.7278
H10 1.5646 -2.4248 5.0597
H11 0.6861 -0.1098 5.4373
H12 0.1027 1.2758 3.4655
C15 -3.9890 -3.4870 0.4339
C16 -2.5563 -3.1300 0.8454
C17 -2.3041 -3.5273 2.2944
C18 -2.2811 -1.6704 0.5576
C19 -2.1526 -0.7179 1.5072
C20 -1.8741 0.6589 1.1541
C21 -1.9403 1.1087 -0.2076
C22 -2.3818 2.5019 -0.6063
C23 -2.1089 0.0411 -1.1834
C24 -2.2190 -1.2553 -0.8231
H13 -4.1762 -4.5513 0.5784
H14 -4.1803 -3.2485 -0.6125
H15 -4.7030 -2.9275 1.0413
H16 -1.8739 -3.7066 0.2075
H17 -3.0102 -3.0360 2.9669
H18 -1.2924 -3.2667 2.6154
H19 -2.4351 -4.6022 2.4182
H20 -2.2445 -0.9628 2.5578
H21 -1.9910 1.4054 1.9347
H22 -1.6761 2.9689 -1.2944
H23 -2.4755 3.1420 0.2705
H24 -3.3525 2.4542 -1.1031
H25 -2.1462 0.3207 -2.2298
H26 -2.3222 -2.0122 -1.5930
Cl1 2.9463 1.5618 0.2171
C25 2.8002 3.1486 0.9444
C26 3.8949 3.9587 1.1423
C27 3.6805 5.2074 1.7128
C28 2.4047 5.6180 2.0681
C29 1.3192 4.7829 1.8567
Cl2 -0.2725 5.2759 2.2969
C30 1.4983 3.5240 1.2863
N4 0.4874 2.6339 1.0142
H27 4.8849 3.6324 0.8574
H28 4.5193 5.8684 1.8793
H29 2.2421 6.5910 2.5098

Calculated values
Charge: +1
Calculated total energy (eV): -66455.313
ΔE to the lowest compared entry with this formula, charge and spin (kJ/mol): 0.0
LUMO level (eV): -4.07
Kohn-Sham gap (eV): 6.14

Let us look at the natural (NBO) charges, expressed in e, one per atom: 1.645 -0.693 0.319 -0.333 -0.423 0.603 -0.723 -0.084 -0.176 -0.212 -0.169 -0.212 -0.183 0.151 -0.206 -0.130 -0.224 0.077 -0.460 0.275 0.243 0.251 0.233 0.224 0.224 0.225 0.231 0.244 0.243 0.248 0.232 -0.594 -0.245 -0.604 -0.013 -0.224 -0.321 -0.204 -0.616 -0.175 -0.206 0.218 0.214 0.212 0.202 0.210 0.197 0.225 0.222 0.239 0.227 0.228 0.230 0.233 0.226 0.118 0.047 -0.248 -0.179 -0.210 -0.016 0.048 0.008 -0.613 0.243 0.237 0.245